[1]
C25H55ClFIN4O9S2 | the ωB97M-V functional and the def2-TZVPD basis

Last column: Mulliken charge in e.
Cartesian coordinates (Å):
C1 -2.52067 0.60483 2.72760  -0.82
N1 -1.31374 1.24663 3.29850  0.02
C2 -0.44490 0.34938 4.11359  0.39
C3 -0.36186 1.04375 5.59375  -1.12
C4 -1.84324 1.19362 6.27190  -0.23
C5 -2.15190 0.05548 7.35068  0.42
O1 -1.49227 -0.17362 8.38817  -0.57
O2 -3.32229 -0.75436 7.13109  -0.49
C6 -0.98688 -1.12754 4.35024  -1.18
O3 -0.21005 -1.90464 5.33986  -0.14
O4 -0.55421 -3.20167 5.11812  -0.49
C7 1.02995 0.43380 3.37582  0.55
S1 2.38050 -0.13735 4.57723  -0.25
C8 0.91553 -0.47510 2.07279  0.56
C9 1.48450 -1.99639 2.27525  -0.64
C10 3.01213 -2.07674 1.78246  -0.71
I1 2.95467 -2.51316 -0.38763  -0.01
O5 1.22505 1.84976 3.19898  -0.42
C11 2.14769 2.27016 2.23483  0.85
F1 3.30499 1.46463 1.99098  -0.26
S2 2.81663 3.93273 2.84562  -0.27
C12 1.47793 2.61048 0.77458  -0.99
C13 2.55122 2.10255 -0.33484  0.61
O6 2.41316 1.01787 -0.96482  -0.42
Cl1 4.09080 3.04434 -0.73408  -0.22
H1 -3.26224 0.25397 3.54042  0.19
H2 -3.07369 1.40225 2.09451  0.44
H3 -2.33636 -0.28229 2.03542  0.20
H4 -1.49138 2.15443 3.73884  0.41
H5 0.06129 2.10834 5.53755  0.35
H6 0.22855 0.39576 6.34213  0.55
H7 -2.68239 1.17191 5.49242  0.16
H8 -1.92835 2.21957 6.80185  0.27
H9 -3.87151 -0.33337 6.42215  0.37
H10 -2.05293 -1.10159 4.80931  0.46
H11 -1.06706 -1.79445 3.42775  0.50
H12 0.26504 -3.68819 4.83652  0.34
H13 2.57225 0.99295 5.37335  0.17
H14 -0.19322 -0.62500 1.77401  -0.18
H15 1.43661 -0.09665 1.13163  -0.38
H16 1.28819 -2.41061 3.31925  0.02
H17 0.85225 -2.64183 1.54994  0.38
H18 3.64453 -2.87603 2.29169  0.44
H19 3.50076 -1.04834 1.86395  0.20
H20 3.02054 4.74844 1.73535  0.16
H21 0.53261 1.99573 0.58181  0.18
H22 1.33457 3.73673 0.67622  0.54
C14 -1.92516 -4.09822 -3.51148  -1.46
C15 -0.47701 -4.05024 -3.03043  0.47
C16 0.53577 -4.55065 -4.07952  -0.60
O7 0.59143 -5.96816 -4.21028  -0.40
C17 -0.40524 -6.52003 -5.05427  -0.65
N2 -0.37013 -4.79995 -1.77220  -0.70
H23 -2.33045 -5.11211 -3.52521  0.28
H24 -2.56556 -3.50955 -2.84833  0.35
H25 -2.01736 -3.67950 -4.51800  0.35
H26 -0.24307 -2.99997 -2.82242  0.34
H27 1.53554 -4.24823 -3.75027  0.25
H28 0.37384 -4.07595 -5.05485  0.43
H29 -0.64602 -5.86186 -5.89395  0.30
H30 -1.30419 -6.74672 -4.47771  0.23
H31 -0.02477 -7.46308 -5.45330  0.26
H32 0.57505 -4.68927 -1.40731  0.22
H33 -0.42224 -5.79246 -2.00619  0.32
C18 -5.65678 3.15529 -1.49605  -1.43
C19 -5.73320 1.72203 -0.97601  0.19
C20 -7.15168 1.29907 -0.54543  -0.67
O8 -7.55766 1.81461 0.71905  -0.39
C21 -8.07138 3.13591 0.67774  -0.64
N3 -4.76434 1.56146 0.11645  -0.58
H34 -5.71349 3.89656 -0.69619  0.28
H35 -4.70871 3.32103 -2.01552  0.35
H36 -6.46324 3.35715 -2.20697  0.36
H37 -5.43031 1.06589 -1.79959  0.41
H38 -7.15616 0.20987 -0.43187  0.34
H39 -7.89406 1.53316 -1.31776  0.42
H40 -8.62712 3.33421 -0.24301  0.30
H41 -7.26219 3.85889 0.79772  0.23
H42 -8.75067 3.26014 1.52412  0.26
H43 -4.75193 0.58282 0.39965  0.24
H44 -5.14675 2.04247 0.93224  0.36
C22 7.72994 2.11746 -4.45017  -1.34
C23 7.09836 2.29363 -5.82883  0.36
C24 5.60077 2.65616 -5.77682  -0.66
O9 4.74229 1.55763 -5.48737  -0.43
C25 4.61654 1.25813 -4.10589  -0.48
N4 7.33543 1.07773 -6.61790  -0.73
H45 7.44455 1.17730 -3.97386  0.26
H46 8.82079 2.11458 -4.52950  0.35
H47 7.44880 2.93780 -3.78313  0.33
H48 7.62085 3.12413 -6.31692  0.39
H49 5.30561 3.00303 -6.77288  0.35
H50 5.41138 3.48974 -5.08952  0.36
H51 4.65075 2.15654 -3.48360  0.19
H52 5.39320 0.55368 -3.80183  0.22
H53 3.65196 0.76919 -3.95235  0.26
H54 6.99436 1.23256 -7.56509  0.27
H55 6.71286 0.35496 -6.25392  0.32

Forces on atoms 1 to 3 (eV/Å):
C -1.6 1.0 -0.2
N -0.5 -2.1 -0.5
C 0.9 1.5 1.8

Total charge ... 0
LUMO ... 0.09 eV
Kohn-Sham gap ... 9.084 eV
SMILES ... CN[C@@](CCC(=O)O)(COO)[C@@](S)(CCCI)O[C@](F)(S)CC(=O)Cl.COC[C@@H](C)N.COC[C@@H](C)N.COC[C@@H](C)N

[2]
C25H55F3N4O4P | the ωB97M-V functional and the def2-TZVPD basis

Last column: Mulliken charge in e.
Cartesian coordinates (Å):
C1 -0.16246 -6.73199 1.97357  -1.04
P1 -1.70530 -6.02068 2.72720  0.07
O1 -2.84845 -7.14920 2.28294  -0.46
N1 -2.09860 -4.68010 1.72628  0.30
C2 -1.01883 -3.73512 1.48054  -1.65
C3 -0.28227 -3.20210 2.74327  0.01
C4 1.19494 -3.31210 2.70965  0.06
F1 1.85638 -2.41704 3.49838  -0.35
C5 1.97399 -4.20384 2.05467  0.24
F2 2.02360 -4.34966 0.74304  -0.22
F3 2.83239 -4.98818 2.70019  -0.28
C6 -3.34666 -4.02389 2.04033  -0.10
O2 -3.74109 -3.18421 0.96535  -0.53
C7 -3.37248 -3.23767 3.39402  0.49
O3 -3.51883 -1.99119 3.30608  -0.73
O4 -3.22295 -3.87460 4.46610  -0.69
H1 0.67845 -6.62219 2.64777  0.25
H2 -0.30707 -7.79090 1.76460  0.40
H3 0.07234 -6.27436 1.00811  0.26
H4 -3.24082 -7.49741 3.08372  0.37
H5 -0.32048 -4.20166 0.78888  0.57
H6 -1.40563 -2.87790 0.94128  0.38
H7 -0.51510 -2.13771 2.82252  0.40
H8 -0.65312 -3.63026 3.67913  0.49
H9 -4.11085 -4.80376 2.12532  0.41
H10 -4.67275 -3.03256 1.11513  0.33
C8 4.99312 -0.80655 1.43462  -1.16
C9 5.35325 0.64199 1.73730  -0.50
N2 4.21646 1.42338 2.17762  0.63
C10 4.46136 2.85576 2.16761  -0.61
C11 5.53776 3.39985 3.11458  -1.22
C12 3.50081 0.91999 3.34005  -0.56
C13 4.29442 0.69932 4.63257  -1.44
H11 4.15735 -0.86311 0.73541  0.03
H12 5.84711 -1.31268 0.98121  0.51
H13 4.72672 -1.35997 2.33604  0.27
H14 5.73873 1.08762 0.81541  0.44
H15 6.18239 0.66086 2.46308  0.29
H16 3.52194 3.38130 2.35968  0.22
H17 4.73532 3.14043 1.14549  0.44
H18 5.20792 3.39229 4.15232  0.25
H19 5.75686 4.43975 2.85939  0.44
H20 6.47221 2.84257 3.04070  0.28
H21 3.03757 -0.03179 3.06666  0.17
H22 2.65390 1.57674 3.55332  0.46
H23 5.22220 0.15120 4.46037  0.27
H24 3.69430 0.11065 5.32888  0.45
H25 4.53450 1.63655 5.13354  0.32
C14 -1.23964 -0.66198 -2.41404  -1.52
C15 -0.76455 0.33837 -1.37058  -0.28
N3 0.56998 0.06109 -0.87958  0.44
C16 0.91128 0.79749 0.32529  0.08
C17 0.98254 2.32470 0.23440  -1.11
C18 1.60956 -0.01643 -1.88633  -0.46
C19 1.81249 1.19409 -2.80780  -0.65
H26 -1.14758 -1.68463 -2.04666  0.31
H27 -2.29039 -0.48075 -2.64566  0.48
H28 -0.67885 -0.57526 -3.34786  0.30
H29 -1.45733 0.28911 -0.52698  0.48
H30 -0.85184 1.35670 -1.78648  0.05
H31 1.86193 0.42478 0.71689  -0.27
H32 0.17355 0.53947 1.09204  0.32
H33 1.87114 2.65591 -0.30349  0.20
H34 1.04564 2.74711 1.24013  0.38
H35 0.10089 2.75467 -0.24420  0.22
H36 1.40464 -0.88630 -2.51781  0.38
H37 2.55705 -0.25419 -1.39554  0.13
H38 0.87185 1.55638 -3.22709  -0.08
H39 2.45382 0.91070 -3.64641  0.41
H40 2.30422 2.02089 -2.29676  0.26
C20 -4.88931 3.54789 -1.82217  -1.55
C21 -3.70556 3.58492 -2.77782  -0.16
N4 -3.77696 2.57048 -3.81090  0.28
C22 -2.52633 2.38053 -4.52180  0.02
C23 -1.98006 3.55035 -5.34905  -1.30
C24 -4.97475 2.58343 -4.62928  -0.76
C25 -5.32333 3.87700 -5.37666  -0.97
H41 -5.02314 2.54867 -1.40686  0.33
H42 -4.71701 4.23649 -0.99405  0.45
H43 -5.81841 3.84933 -2.30911  0.31
H44 -2.80028 3.40965 -2.19010  0.30
H45 -3.61438 4.60094 -3.19505  0.25
H46 -2.61471 1.50276 -5.16807  0.41
H47 -1.76709 2.10751 -3.78161  -0.42
H48 -2.55116 3.70448 -6.26428  0.30
H49 -0.95205 3.33494 -5.64978  0.48
H50 -1.96554 4.48357 -4.78489  0.28
H51 -5.82375 2.32797 -3.98887  0.43
H52 -4.91882 1.76071 -5.34625  0.37
H53 -5.26791 4.75492 -4.73143  0.25
H54 -6.34706 3.81533 -5.75314  0.38
H55 -4.67737 4.04039 -6.23827  0.24

Forces on atoms 1 to 3 (eV/Å):
C -0.4 0.4 -1.2
P 0.1 -0.4 1.8
O 0.2 0.2 -0.8

Total charge ... -1
LUMO ... 2.32 eV
Kohn-Sham gap ... 6.321 eV

Look up the Kohn-Sham gap of the first one.
9.084 eV

The lowest LUMO belongs to which entry?
C25H55ClFIN4O9S2

What is the formula in the second record?
C25H55F3N4O4P

Which value of total charge does entry 1 give?
0